{
  "formula": "C31H30LuN19O4S2",
  "method": "wB97M-V/def2-TZVPD",
  "homo_ev": [-0.643, -0.643],
  "total_charge": -2,
  "lumo_ev": [3.60, 3.60],
  "orbital_gap_ev": [4.246, 4.247],
  "relative_energy_kcal_mol": 182.3,
  "elements": ["Lu", "N", "C", "S", "N", "N", "C", "C", "C", "C", "C", "C", "C", "O", "H", "H", "H", "H", "H", "H", "H", "N", "C", "N", "N", "N", "N", "C", "N", "N", "N", "N", "H", "O", "S", "O", "O", "C", "N", "C", "C", "C", "N", "C", "C", "C", "N", "C", "C", "H", "H", "H", "H", "H", "H", "C", "C", "N", "C", "C", "N", "C", "C", "H", "H", "H", "H", "H", "H", "H", "H", "H", "H", "H", "H", "N", "C", "C", "C", "C", "C", "N", "C", "H", "H", "H", "H"],
  "xyz": [[0.1244, 0.7804, -0.3356], [-0.5090, 1.3210, 3.9725], [-0.1934, 1.3366, 2.6772], [0.4291, -0.2262, 2.2225], [-0.3442, 2.4715, 2.0386], [0.4893, 2.6264, 0.8915], [0.9901, 3.8059, 0.5584], [2.0348, 3.9357, -0.4036], [2.7865, 5.1551, -0.5171], [3.8376, 5.3047, -1.3305], [4.2492, 4.1768, -2.1330], [3.5168, 3.0030, -2.0830], [2.3753, 2.8834, -1.2944], [1.6484, 1.7799, -1.5375], [-0.2955, 0.4303, 4.5507], [-1.1345, 2.0284, 4.3338], [0.7665, 4.6887, 1.0786], [2.5235, 5.9012, 0.2668], [4.3646, 6.2415, -1.4816], [5.2058, 4.1933, -2.6836], [3.7361, 2.1523, -2.7417], [0.5297, -2.0476, -2.9828], [1.1715, -2.0958, -1.8071], [1.8116, -3.2662, -1.4983], [2.3852, -3.1402, -0.3085], [2.1094, -1.7513, 0.1506], [1.3106, -1.1635, -0.8475], [-0.2884, -0.9833, -3.2524], [-1.0841, -1.0275, -4.3083], [-1.8272, 0.1090, -4.1986], [-1.3761, 0.7617, -3.1247], [-0.4214, 0.0816, -2.4868], [0.3590, -2.9724, -3.4533], [-7.1560, -2.5022, 5.7319], [-8.0005, -2.1394, 4.5783], [-8.0326, -0.7025, 4.5438], [-9.2384, -2.9126, 4.3650], [-6.9859, -3.0669, 3.3370], [-7.2665, -4.3933, 3.3714], [-6.4996, -5.1216, 2.5684], [-5.4436, -4.5920, 1.7902], [-5.3067, -3.2228, 1.9011], [-6.0301, -2.4214, 2.6531], [-4.2416, -2.4743, 1.1947], [-3.1595, -3.1073, 0.6701], [-2.0679, -2.4080, 0.0760], [-1.9738, -1.0811, 0.1111], [-3.0806, -0.4038, 0.5964], [-4.1447, -1.0501, 1.1916], [-6.8671, -6.1582, 2.5827], [-4.9790, -5.1625, 0.9458], [-3.1513, -4.1843, 0.7552], [-1.3189, -2.9440, -0.4962], [-3.0337, 0.6916, 0.4999], [-5.0430, -0.4597, 1.4682], [3.5106, -1.0381, 0.3852], [4.2816, -1.7300, 1.5307], [5.7685, -1.7377, 1.2780], [6.1235, -0.3965, 0.8068], [5.3359, 0.0211, -0.5139], [4.3071, -0.9967, -0.8273], [4.9980, -2.2565, -1.0391], [5.9711, -2.6660, 0.1248], [3.1569, 0.0701, 0.6942], [1.4918, -1.7101, 1.0569], [3.8842, -2.7659, 1.7002], [4.0940, -1.2090, 2.5133], [7.2361, -0.3027, 0.4695], [6.1336, 0.2674, 1.6813], [5.8554, 0.1007, -1.4520], [4.8243, 1.0254, -0.3697], [5.6039, -2.1687, -1.9190], [4.2781, -3.0365, -1.2627], [7.0071, -2.4848, -0.2425], [5.7041, -3.6979, 0.2971], [-2.6217, 3.1230, -5.8245], [-2.5109, 3.1171, -4.6647], [-2.2498, 3.1093, -3.2386], [-2.0890, 4.3146, -2.5741], [-2.1773, 4.3635, -1.1439], [-2.1927, 3.1569, -0.5030], [-1.8826, 1.9398, -1.0780], [-2.3061, 1.8639, -2.4539], [-2.0206, 5.1862, -3.1845], [-2.1840, 5.3181, -0.5964], [-2.3501, 3.2199, 0.5216], [-3.2412, 1.3224, -2.5390]],
  "mulliken_charge": [1.999, -0.491, 0.971, -0.780, -1.285, 0.802, -0.998, 1.136, -0.846, -0.696, -0.512, -0.491, 0.231, -0.517, 0.222, 0.248, 0.333, 0.255, 0.374, 0.332, 0.445, 0.005, -0.174, -0.662, -0.886, 0.673, -0.128, 0.098, -0.699, -0.619, 0.238, 0.688, 0.347, -0.699, 1.129, -0.647, -0.678, 0.131, -0.461, -0.291, -0.699, 0.738, -0.363, 1.066, -1.097, -0.411, 0.392, -0.215, -0.976, 0.413, 0.284, 0.244, 0.392, 0.338, 0.406, 0.314, -1.229, -0.306, -0.787, -0.307, 0.004, -0.671, -0.604, 0.124, 0.203, 0.554, 0.209, 0.323, 0.343, 0.539, 0.013, 0.574, 0.257, 0.274, 0.396, -0.622, 0.016, -0.090, -0.350, -0.906, -0.373, -0.304, 0.241, 0.511, 0.378, 0.464, 0.206]
}